(1)
This record from the Open Molecules 2025 dataset describes an isolated ion of composition C4H6N2PS and charge +1 at a distorted geometry. The level of theory is ωB97M-V/def2-TZVPD.

Summary:
SMILES string: S=[PH2][n+]1ccccn1
DFT total energy (hartree): -1004.5638
Molecular weight (g mol⁻¹): 145.1
Energy relative to the best compared isomer or geometry (same formula, charge and spin) (kcal/mol): 138.4
LUMO energy (eV): -6.0
Frontier orbital gap (eV): 6.57
Total charge: +1

Each line ends with the Löwdin charge.
CARTESIAN COORDINATES (ANGSTROEM)
S: 3.260 -0.708 1.631  0.170
P: 2.446 -0.085 -0.031  0.363
N: 0.621 -0.128 0.023  -0.346
C: 0.009 1.222 -0.177  0.041
C: -1.664 1.259 -0.194  0.071
C: -2.297 -0.245 0.015  0.053
C: -1.345 -1.544 0.253  0.036
N: 0.128 -1.368 0.234  0.047
H: 2.823 -1.065 -1.055  0.014
H: 2.936 1.217 -0.405  0.003
H: 0.638 2.226 -0.328  0.149
H: -2.285 2.240 -0.373  0.127
H: -3.469 -0.408 0.009  0.127
H: -1.800 -2.614 0.398  0.145

Atomic forces in eV per Å
S -0.819 0.760 -1.015
P 2.766 -2.425 1.765
N -1.794 3.964 -1.064
C -4.653 -2.531 0.300
C 3.079 -4.858 0.634
C 2.912 1.104 0.037
C 1.533 4.443 -0.866
N -5.064 1.031 -0.380
H -1.005 1.288 0.254
H -1.183 -0.529 -0.278
H -1.170 -2.799 0.425
H 1.394 -2.242 0.441
H 2.724 0.468 0.003
H 1.280 2.324 -0.258

=====

(2)
This record from the Open Molecules 2025 dataset describes a 2-piece molecular cluster, C4H6N2S overall at a distorted geometry. The level of theory is ωB97M-V/def2-TZVPD.

Summary:
DFT total energy (hartree): -663.5309
Molecular weight (g mol⁻¹): 114.2
Energy relative to the best compared isomer or geometry (same formula, charge and spin) (kcal/mol): 124.0
LUMO energy (alpha / beta) (eV): -0.1 / -0.1
Frontier orbital gap (alpha / beta) (eV): 8.26 / 8.23
Total charge: 0

Each line ends with the Löwdin charge.
CARTESIAN COORDINATES (ANGSTROEM)
C: 2.868 -0.754 0.368  -0.227
C: 0.766 0.563 0.149  0.069
C: -2.809 1.176 -0.777  -0.346
C: 3.872 -0.232 1.056  0.079
N: 1.676 -0.134 0.191  -0.060
N: -4.527 -0.886 -0.191  -0.428
S: -3.251 -0.027 0.329  0.823
H: 2.899 -1.678 -0.237  0.122
H: -1.909 1.643 -0.682  -0.077
H: -3.129 1.170 -1.799  0.005
H: 4.758 -0.689 1.154  0.029
H: 3.474 0.520 1.623  0.048
H: -4.689 -0.674 -1.184  -0.037

Atomic forces in eV per Å
C 1.305 -2.145 -1.740
C -2.014 1.224 -0.248
C -1.805 -3.200 1.293
C -3.805 -0.536 -1.193
N 0.683 -0.148 0.705
N 2.103 1.018 0.872
S -1.793 1.017 -3.253
H 0.415 0.500 0.455
H 2.393 1.274 1.024
H -0.873 -0.155 -0.263
H 3.065 -1.357 0.425
H 0.331 2.473 1.599
H -0.006 0.035 0.323

=====

(3)
This record from the Open Molecules 2025 dataset describes one molecule with the formula C4H6N2S at a distorted geometry. The level of theory is ωB97M-V/def2-TZVPD.

Summary:
SMILES string: S=C/N=C\N1CC1
DFT total energy (hartree): -663.6294
Molecular weight (g mol⁻¹): 114.2
Energy relative to the best compared isomer or geometry (same formula, charge and spin) (kcal/mol): 62.2
LUMO energy (eV): 0.5
Frontier orbital gap (eV): 8.96
Total charge: 0

Each line ends with the Löwdin charge.
CARTESIAN COORDINATES (ANGSTROEM)
S: -2.572 1.646 -0.286  0.603
C: -1.871 0.512 -1.218  -0.753
N: -0.580 0.459 -1.641  0.025
C: 0.472 -0.105 -1.174  -0.170
N: 0.546 -0.745 0.044  -0.080
C: 0.117 -0.117 1.258  -0.129
C: 1.537 -0.472 0.990  -0.137
H: -2.476 -0.275 -1.635  0.052
H: 1.352 -0.210 -1.870  0.147
H: -0.597 -0.704 1.910  0.131
H: -0.090 0.966 1.311  0.097
H: 2.007 -1.327 1.476  0.113
H: 2.154 0.372 0.835  0.101

Atomic forces in eV per Å
S 0.037 0.054 -0.098
C 0.658 0.460 0.543
N 0.794 -0.665 0.055
C -0.717 0.264 -1.309
N -1.119 0.044 -1.645
C -1.410 0.096 1.668
C 0.740 -0.905 1.718
H -0.186 -0.406 -0.232
H -0.739 0.316 1.021
H 1.239 0.518 -0.792
H 0.022 -0.677 -0.559
H -0.092 0.179 -0.144
H 0.774 0.721 -0.225

=====

(4)
This record from the Open Molecules 2025 dataset describes one molecule with the formula C4H6N2S2 at a distorted geometry. The level of theory is ωB97M-V/def2-TZVPD.

Summary:
SMILES string: C[C@]1(N)C=NSC1=S
DFT total energy (hartree): -1061.8737
Molecular weight (g mol⁻¹): 146.2
Energy relative to the best compared isomer or geometry (same formula, charge and spin) (kcal/mol): 26.7
LUMO energy (eV): -0.4
Frontier orbital gap (eV): 8.31
Total charge: 0

Each line ends with the Löwdin charge.
CARTESIAN COORDINATES (ANGSTROEM)
C: -1.706 -1.130 0.617  -0.029
C: -0.820 -0.344 -0.375  -0.680
N: -1.704 0.580 -1.090  0.081
C: -0.047 -1.271 -1.269  -0.204
N: 1.247 -1.274 -1.226  -0.249
S: 1.780 -0.134 -0.062  0.933
C: 0.207 0.420 0.415  -1.096
S: -0.075 1.601 1.483  0.688
H: -2.301 -0.379 1.185  0.095
H: -1.095 -1.768 1.213  0.083
H: -2.407 -1.706 0.012  0.083
H: -2.388 0.046 -1.620  0.084
H: -1.190 1.166 -1.757  0.099
H: -0.503 -2.007 -1.885  0.111

Atomic forces in eV per Å
C -0.697 1.117 -0.943
C -0.919 -0.024 0.169
N 0.254 0.163 -0.514
C 2.109 0.094 0.627
N -1.484 0.274 0.225
S -0.007 -0.032 -0.031
C 0.645 0.493 -0.020
S 0.018 -0.103 0.002
H 0.673 -0.631 -0.132
H 0.192 -0.482 0.676
H -0.038 -0.277 0.154
H 0.022 0.097 0.050
H -0.179 -0.316 0.357
H -0.589 -0.373 -0.622

=====

(5)
This record from the Open Molecules 2025 dataset describes one molecule with the formula C4H6N2S2 at a distorted geometry. The level of theory is ωB97M-V/def2-TZVPD.

Summary:
SMILES string: S/N=C1\C=CCN1S
DFT total energy (hartree): -1061.8228
Molecular weight (g mol⁻¹): 146.2
Energy relative to the best compared isomer or geometry (same formula, charge and spin) (kcal/mol): 58.6
LUMO energy (eV): 0.4
Frontier orbital gap (eV): 8.40
Total charge: 0

Each line ends with the Löwdin charge.
CARTESIAN COORDINATES (ANGSTROEM)
S: -2.967 0.671 1.124  0.649
N: -1.275 0.884 1.073  -0.363
C: -0.542 0.316 0.196  -0.523
C: -0.846 -0.515 -0.916  -0.052
C: 0.272 -0.959 -1.528  -0.063
C: 1.417 -0.411 -0.819  -0.236
N: 0.864 0.642 0.081  -0.501
S: 1.731 1.484 1.276  0.762
H: -3.077 1.075 2.518  -0.089
H: -1.844 -0.795 -1.181  0.095
H: 0.184 -1.630 -2.404  0.126
H: 2.285 0.130 -1.404  0.152
H: 1.825 -1.315 -0.183  0.152
H: 1.974 0.424 2.165  -0.110

Atomic forces in eV per Å
S 0.363 0.472 2.010
N 0.258 -0.297 0.122
C 0.447 2.461 1.153
C 0.386 -1.481 -1.349
C -2.501 0.264 -0.616
C 3.837 0.688 1.133
N -1.288 -1.382 -0.089
S -0.027 -1.572 0.048
H 0.115 -0.605 -2.243
H -0.365 -0.080 -0.048
H 0.749 0.502 0.744
H -1.621 -1.597 0.820
H -0.116 1.697 -1.040
H -0.236 0.928 -0.644

=====

(6)
This record from the Open Molecules 2025 dataset describes an isolated ion of composition C4H6N3 and charge +1 at a distorted geometry. The level of theory is ωB97M-V/def2-TZVPD.

Summary:
SMILES string: CC1=NN=[N+]=C1C
DFT total energy (hartree): -319.8034
Molecular weight (g mol⁻¹): 96.1
Energy relative to the best compared isomer or geometry (same formula, charge and spin) (kcal/mol): 143.2
LUMO energy (alpha / beta) (eV): -8.7 / -8.4
Frontier orbital gap (alpha / beta) (eV): 7.99 / 7.30
Total charge: +1

Each line ends with the Löwdin charge.
CARTESIAN COORDINATES (ANGSTROEM)
C: 1.053 -1.206 0.779  0.028
C: -0.139 -0.400 0.662  -0.062
N: -1.021 -0.301 1.769  0.180
N: -1.788 0.563 1.373  0.108
N: -1.883 0.974 0.199  0.171
C: -0.746 0.599 -0.346  -0.179
C: -0.040 1.054 -1.547  0.016
H: 1.728 -1.171 0.040  0.055
H: 0.901 -2.271 0.834  0.124
H: 1.476 -1.052 1.831  0.165
H: 0.148 0.045 -2.182  0.175
H: 0.907 1.378 -1.204  0.086
H: -0.597 1.789 -2.209  0.132

Atomic forces in eV per Å
C -1.335 -0.042 3.492
C -0.864 0.334 1.029
N 1.395 -1.140 -0.990
N -1.504 0.328 2.369
N -0.363 1.170 -2.036
C 1.431 -0.807 -0.057
C -1.792 -2.182 -2.207
H 2.649 1.063 -2.677
H -1.058 -0.794 0.182
H -0.223 0.186 -1.337
H -0.257 2.190 1.187
H 1.182 0.603 -0.052
H 0.740 -0.909 1.096

=====

(7)
This record from the Open Molecules 2025 dataset describes an isolated ion of composition C4H6N3 and charge +1 at a distorted geometry. The level of theory is ωB97M-V/def2-TZVPD.

Summary:
SMILES string: [H]/N=N/C=C=[N+]1CC1
DFT total energy (hartree): -319.8029
Molecular weight (g mol⁻¹): 96.1
Energy relative to the best compared isomer or geometry (same formula, charge and spin) (kcal/mol): 143.5
LUMO energy (alpha / beta) (eV): -5.5 / -5.5
Frontier orbital gap (alpha / beta) (eV): 9.04 / 9.04
Total charge: +1

Each line ends with the Löwdin charge.
CARTESIAN COORDINATES (ANGSTROEM)
H: 1.898 -1.947 0.195  0.145
N: 1.744 -0.961 0.057  0.162
N: 2.602 -0.138 0.021  0.077
C: 2.246 1.201 -0.163  -0.085
C: 0.968 1.317 -0.213  0.053
N: 0.149 0.332 -0.038  -0.097
C: -1.031 0.029 0.738  0.004
C: -0.925 -0.327 -0.708  -0.022
H: 3.126 1.941 -0.385  0.168
H: -1.682 0.820 1.157  0.155
H: -0.826 -0.833 1.390  0.138
H: -0.806 -1.393 -0.993  0.146
H: -1.330 0.403 -1.452  0.157

Atomic forces in eV per Å
H 1.031 -0.435 0.073
N -1.010 -0.228 0.468
N 1.527 -2.110 0.098
C 3.611 3.459 -1.038
C -2.692 -0.551 0.046
N 1.525 1.697 0.343
C -0.767 -0.970 0.852
C -1.499 0.624 -1.634
H -2.138 -1.598 0.721
H 0.767 -0.357 -0.584
H -0.306 0.611 -0.079
H 0.105 1.054 0.130
H -0.154 -1.196 0.604

=====

(8)
This record from the Open Molecules 2025 dataset describes an isolated ion of composition C4H6N3O3 and charge +1 at a distorted geometry. The level of theory is ωB97M-V/def2-TZVPD.

Summary:
SMILES string: [H]/N=C(\[O-])CC(=C=[NH2+])[N+](=O)O
DFT total energy (hartree): -545.4727
Molecular weight (g mol⁻¹): 144.1
Energy relative to the best compared isomer or geometry (same formula, charge and spin) (kcal/mol): 211.8
LUMO energy (alpha / beta) (eV): -5.6 / -7.0
Frontier orbital gap (alpha / beta) (eV): 9.25 / 6.02
Total charge: +1

Each line ends with the Löwdin charge.
CARTESIAN COORDINATES (ANGSTROEM)
H: -1.077 0.699 2.929  0.173
N: -0.506 0.458 2.007  0.230
C: -0.113 -0.809 1.925  -0.498
O: -0.307 -1.675 2.803  0.169
C: 0.757 -1.017 0.663  -0.022
C: 0.272 -0.226 -0.482  -0.183
C: -0.286 0.986 -0.354  0.069
N: -0.406 2.238 -0.559  0.232
N: 0.190 -0.810 -1.676  -0.234
O: 0.625 -1.929 -1.967  0.123
O: -0.557 -0.114 -2.624  0.112
H: 0.982 -2.081 0.354  0.152
H: 1.880 -0.789 0.997  0.198
H: 0.353 2.887 -0.413  0.156
H: -1.200 2.739 -0.120  0.171
H: -0.605 -0.557 -3.484  0.153

Atomic forces in eV per Å
H 1.322 -0.974 -2.324
N -1.621 1.889 2.139
C 0.431 -1.549 0.269
O 0.354 0.934 -1.066
C 3.047 -1.809 1.381
C -0.044 1.117 0.768
C -0.313 0.630 0.129
N -0.854 0.492 2.187
N -0.144 -1.943 -3.054
O -0.121 0.474 0.247
O -0.027 1.158 1.223
H -1.161 0.970 0.343
H -2.312 0.331 -0.744
H 1.186 -0.134 -0.861
H -0.312 -0.803 -0.849
H 0.570 -0.782 0.211

=====

(9)
This record from the Open Molecules 2025 dataset describes one molecule with the formula C4H6N4 at a distorted geometry. The level of theory is ωB97M-V/def2-TZVPD.

Summary:
SMILES string: c1nn[nH]c1N1CC1
DFT total energy (hartree): -374.9473
Molecular weight (g mol⁻¹): 110.1
Energy relative to the best compared isomer or geometry (same formula, charge and spin) (kcal/mol): 71.6
LUMO energy (eV): 1.0
Frontier orbital gap (eV): 10.11
Total charge: 0

Each line ends with the Löwdin charge.
CARTESIAN COORDINATES (ANGSTROEM)
C: -0.788 1.359 -0.499  -0.111
N: -0.869 2.556 0.064  -0.036
N: -0.266 2.604 1.223  -0.027
N: 0.310 1.435 1.367  0.027
C: 0.024 0.553 0.347  -0.289
N: 0.527 -0.736 0.440  -0.048
C: 0.879 -1.328 -0.892  -0.089
C: -0.346 -1.761 -0.139  -0.133
H: -1.374 1.180 -1.379  0.094
H: 0.973 1.073 2.077  0.174
H: 0.783 -0.655 -1.754  0.111
H: 1.793 -1.934 -0.802  0.106
H: -0.273 -2.657 0.486  0.101
H: -1.373 -1.691 -0.538  0.119

Atomic forces in eV per Å
C 1.232 -1.680 1.025
N -0.878 1.462 1.003
N 0.443 0.599 -0.727
N 0.841 -3.292 -0.523
C -1.117 2.833 0.007
N -0.632 0.125 -1.151
C 0.116 -0.323 0.986
C 0.454 -1.505 0.090
H 0.241 -0.348 -0.266
H -0.894 1.237 -0.142
H -0.030 -0.439 0.403
H -0.575 0.283 -0.423
H 0.097 0.038 -0.522
H 0.704 1.011 0.239

=====

(10)
This record from the Open Molecules 2025 dataset describes one molecule with the formula C4H6N4 at a distorted geometry. The level of theory is ωB97M-V/def2-TZVPD.

Summary:
SMILES string: C=NN/C(N)=C/C#N
DFT total energy (hartree): -374.9710
Molecular weight (g mol⁻¹): 110.1
Energy relative to the best compared isomer or geometry (same formula, charge and spin) (kcal/mol): 56.7
LUMO energy (eV): 0.7
Frontier orbital gap (eV): 8.98
Total charge: 0

Each line ends with the Löwdin charge.
CARTESIAN COORDINATES (ANGSTROEM)
C: -2.912 0.005 0.022  -0.055
N: -1.718 0.350 -0.103  -0.047
N: -0.691 -0.602 -0.054  0.019
C: 0.611 -0.046 -0.108  -0.431
N: 0.734 1.301 -0.128  0.134
C: 1.659 -0.860 -0.162  -0.107
C: 2.956 -0.198 -0.039  -0.278
N: 4.041 0.254 0.022  0.109
H: -3.607 0.853 0.049  0.072
H: -3.382 -0.963 0.118  0.069
H: -0.898 -1.631 -0.110  0.171
H: -0.132 1.842 0.025  0.104
H: 1.642 1.634 0.244  0.113
H: 1.696 -1.939 0.225  0.127

Atomic forces in eV per Å
C -1.790 0.975 0.013
N 2.134 -1.214 0.380
N -0.698 0.992 -0.250
C -2.520 -0.580 -0.069
N -0.261 0.789 0.502
C 3.441 -1.927 1.560
C 1.703 -0.165 -0.344
N -2.548 -0.781 -0.034
H 0.130 -0.370 -0.150
H 0.482 -0.575 0.046
H 0.579 1.665 0.012
H 1.017 -0.498 -0.119
H -1.160 -0.063 -0.502
H -0.510 1.752 -1.046